101
Properties=species:S:1:pos:R:3 method="wB97M-V/def2-TZVPD" energy_ev=-64093.7331 total_charge=-1 orbital_gap_ev=4.10 e_lumo_ev=0.26
F -3.34 7.33 -2.79
F -3.65 8.56 -4.80
F -1.71 7.18 -4.63
O -3.99 6.22 -4.92
O -4.28 2.93 -7.04
O -2.07 -5.24 3.95
O 3.20 -3.38 -1.87
O 2.45 -4.15 0.05
O -3.32 4.79 -8.26
O -0.54 -3.67 4.09
N -1.30 -4.51 4.60
N -2.76 4.07 -4.47
N 3.36 -3.92 -0.77
C 2.89 1.96 0.96
C -2.11 -5.61 6.67
C 7.07 -4.51 -0.94
C -2.11 -5.72 8.06
C -2.12 -1.72 2.54
C 2.97 3.78 -1.07
C -0.58 3.47 -1.15
C -1.30 -4.89 8.83
C 0.48 4.73 -1.45
C -3.99 4.92 -4.25
C -4.45 -2.64 1.35
C -2.22 4.14 -5.87
C -3.17 -2.99 2.36
C -0.47 -3.95 8.22
C 4.94 -5.00 0.82
C 0.08 -0.32 -0.52
C -5.60 -1.73 2.13
C -1.16 -1.23 0.05
C 1.77 4.73 -0.41
C -3.18 7.23 -4.25
C 7.29 -5.17 0.27
C 1.48 -1.21 -0.66
C -0.85 -1.95 1.50
C -1.31 2.93 -2.54
C -1.16 2.85 -6.03
C -1.29 -4.65 6.06
C 3.86 3.00 0.10
C -0.46 -3.83 6.83
C 5.78 -4.09 -1.28
C -3.35 3.90 -7.05
C 3.28 0.39 0.68
C 6.24 -5.41 1.14
C 2.72 -0.15 -0.78
C -1.70 4.27 -3.41
C 4.72 -4.34 -0.40
H -1.20 2.37 -7.09
H 2.53 3.00 -1.86
H 0.12 -1.45 1.96
H 0.06 2.61 -0.67
H 4.43 0.16 0.76
H -2.05 5.11 -2.65
H -1.52 -2.05 -0.72
H -2.07 -0.49 0.23
H 1.76 2.13 0.67
H 1.44 -1.92 -1.60
H -6.32 -1.31 1.30
H -4.06 -2.10 0.38
H -0.50 2.31 -3.13
H -0.73 4.68 -3.97
H 0.16 -3.30 8.83
H -4.89 4.30 -4.72
H 6.42 -5.93 2.08
H -2.69 -0.72 2.35
H -5.13 -0.81 2.72
H 0.93 4.70 -2.54
H -0.19 0.03 -1.62
H 3.02 2.21 2.10
H 1.43 4.34 0.65
H 8.30 -5.50 0.52
H -3.62 -3.28 3.41
H -2.63 -3.94 1.92
H -1.68 -1.73 3.64
H 1.66 -1.89 0.30
H 3.72 4.53 -1.62
H 7.90 -4.32 -1.62
H -2.76 -6.26 6.08
H -1.31 -4.98 9.92
H -0.06 5.78 -1.33
H 2.16 5.84 -0.26
H -6.20 -2.41 2.87
H 4.13 -5.19 1.51
H 5.62 -3.58 -2.23
H -0.66 -3.11 1.32
H 4.40 3.76 0.82
H 4.70 2.38 -0.47
H 3.63 -0.67 -1.34
H -0.06 3.13 -5.68
H -2.75 -6.46 8.54
H -4.96 -3.66 1.07
H -2.29 2.33 -2.31
H 0.19 -3.08 6.37
H -1.53 2.01 -5.26
H -1.40 3.89 -0.40
H 2.34 0.77 -1.43
H -4.19 4.94 -3.10
H 2.72 -0.25 1.51
H -1.58 5.09 -6.11
H 0.24 0.61 0.21

---

59
Properties=species:S:1:pos:R:3 method="wB97M-V/def2-TZVPD" multiplicity=9 energy_ev=-114403.6359 total_charge=+2 orbital_gap_ev="6.84 / 6.66" e_lumo_ev="-7.47 / -7.62"
Fe -2.33 -23.24 -4.97
Fe -9.78 -28.19 -3.50
O -9.84 -26.72 -4.99
O -9.61 -29.42 -1.85
O -8.73 -27.58 1.16
O -5.02 -25.35 -6.03
O -7.87 -27.61 -3.22
O -4.58 -21.59 -1.12
O -9.32 -29.65 -4.83
O -1.78 -25.23 -4.79
O -4.73 -29.01 -4.78
O -3.86 -23.02 1.11
O -6.90 -26.23 -1.10
O -4.96 -26.00 -9.03
O -5.26 -25.49 1.13
O -3.34 -23.58 -6.65
O -8.02 -25.06 -7.18
O -7.78 -22.72 -3.84
O -7.95 -23.61 -1.21
O -4.11 -23.80 -3.88
O -7.10 -29.22 -0.51
C -5.40 -25.55 -4.86
C -6.91 -26.81 -3.43
C -6.34 -26.56 -4.67
C -5.41 -24.97 -2.42
C -6.40 -25.97 -2.20
C -4.94 -24.77 -3.69
H -6.75 -27.12 -5.50
H -8.49 -26.79 0.64
H -4.34 -23.87 1.15
H -3.63 -22.99 -7.36
H -8.45 -30.06 -4.95
H -10.29 -29.96 -1.45
H -9.61 -25.78 -4.94
H -4.16 -28.70 -4.06
H -2.96 -23.25 1.36
H -4.05 -24.29 -6.60
H -7.99 -25.22 -6.23
H -4.94 -26.01 -8.06
H -7.66 -28.58 -0.04
H -9.26 -27.25 1.89
H -7.68 -24.54 -1.18
H -5.54 -26.73 -9.27
H -7.10 -25.17 -7.46
H -7.92 -23.30 -0.30
H -7.06 -22.11 -4.00
H -6.66 -28.69 -1.19
H -1.14 -25.66 -4.20
H -9.93 -30.22 -5.32
H -7.66 -23.01 -2.92
H -8.83 -29.49 -1.24
H -4.45 -22.08 -0.28
H -5.57 -26.00 1.88
H -2.23 -25.96 -5.25
H -5.06 -24.39 -1.59
H -4.44 -22.23 -1.82
H -5.42 -28.33 -4.84
H -5.88 -25.71 0.42
H -10.23 -26.84 -5.87

---

14
Properties=species:S:1:pos:R:3 method="wB97M-V/def2-TZVPD" energy_ev=-8369.7386 orbital_gap_ev=10.29 smiles=OC[C@H]1CCO1 e_lumo_ev=0.83
O -1.64 0.09 -0.31
O 1.57 0.34 0.88
C -0.46 0.87 -0.17
C 0.35 -0.34 -1.04
C 0.28 0.88 1.16
C -0.90 -1.08 -0.64
H -0.25 0.31 1.93
H 1.71 -0.54 1.24
H 1.25 -0.99 -0.90
H 0.46 0.05 -2.05
H -1.36 -1.72 -1.39
H 0.47 1.89 1.54
H -0.73 -1.67 0.28
H -0.72 1.90 -0.51

---

56
Properties=species:S:1:pos:R:3 method="wB97M-V/def2-TZVPD" energy_ev=-59024.3969 orbital_gap_ev=9.17 smiles="CNC(=O)[C@H](Cc1ccccc1)NC(C)=O.Cc1ccc(Sc2snnc2C(=O)O)cc1" e_lumo_ev=0.12
S 0.76 6.58 -0.98
S -0.15 3.62 -0.96
O 3.09 -3.06 0.91
O 4.30 3.43 0.08
O 2.38 2.26 -0.12
O 0.20 -6.68 2.20
N 1.30 -5.89 0.39
N 3.08 5.92 -0.34
N 2.25 -3.78 2.79
N 2.37 6.95 -0.61
C -1.46 4.48 -1.77
C 3.09 3.41 -0.13
C -0.06 -1.60 -0.29
C 1.08 4.88 -0.75
C -0.05 -0.20 -0.14
C -3.44 5.88 -1.66
C -0.65 -0.44 2.20
C -3.57 5.83 -3.05
C -1.58 4.44 -3.16
C 1.37 -4.48 3.73
C 1.36 -8.25 0.88
C 2.40 4.71 -0.41
C -2.63 5.11 -3.80
C -0.27 -3.93 0.68
C -0.34 0.38 1.11
C -4.70 6.56 -3.74
C 1.18 -4.43 0.54
C -2.40 5.20 -1.02
C 2.22 -3.72 1.45
C 0.90 -6.85 1.22
C -0.36 -2.42 0.82
C -0.66 -1.84 2.06
H -5.55 6.68 -3.06
H 1.45 -4.00 4.71
H -4.36 7.55 -4.06
H -4.16 6.44 -1.06
H 0.96 -8.94 1.62
H -2.31 5.24 0.07
H 0.33 -4.44 3.41
H 2.45 -8.29 0.89
H 3.03 1.56 0.10
H 1.68 -5.52 3.82
H -0.31 1.45 1.22
H -0.83 -4.24 -0.20
H -0.86 3.88 -3.75
H 1.85 -6.20 -0.39
H 0.99 -8.52 -0.11
H -2.71 5.07 -4.88
H 1.47 -4.05 -0.44
H 0.20 0.43 -0.98
H -0.89 -2.46 2.91
H -5.04 6.00 -4.61
H -0.74 -4.39 1.54
H -0.87 0.01 3.16
H 0.19 -2.04 -1.24
H 3.00 -3.25 3.19